7
Properties=species:S:1:pos:R:3:nbo_charge:R:1 method="wB97M-V/def2-TZVPD" lumo_ev="-2.71 / -2.71"
C -0.144 0.829 0.154 0.601
N -0.167 -0.657 0.106 0.459
O -0.259 -1.185 1.178 -0.310
O -0.110 -1.144 -0.981 -0.284
F -0.382 1.440 -0.957 -0.224
F 1.968 0.871 0.100 -0.556
Br -0.478 1.645 1.738 0.314

---

44
Properties=species:S:1:pos:R:3:nbo_charge:R:1 method="wB97M-V/def2-TZVPD" s_squared=12.007 multiplicity=7 total_charge=-3 lumo_ev="4.74 / 4.74"
V 2.137 0.716 1.969 1.483
V -0.229 0.153 0.178 1.471
F 4.379 0.478 1.626 -0.885
F -0.187 0.554 2.336 -0.826
F -1.944 -0.477 -0.893 -0.884
F 2.925 2.437 3.143 -0.883
F 1.243 1.793 0.212 -0.823
F 2.722 -0.344 3.896 -0.889
F 1.548 -0.988 0.737 -0.824
C 4.740 -0.654 -1.511 -0.230
Cl 6.404 -0.122 -1.342 0.019
Cl 4.634 -2.059 -2.706 -0.098
Cl 3.692 0.661 -2.130 0.013
H 4.299 -0.964 -0.564 0.288
C -4.776 -0.002 0.871 -0.262
Cl -5.954 1.227 1.390 -0.032
Cl -5.631 -1.507 0.329 -0.033
Cl -3.536 -0.220 2.137 0.075
H -4.177 0.403 0.055 0.258
C -1.645 3.775 1.656 -0.265
Cl -1.536 5.357 0.925 0.001
Cl -2.142 2.571 0.456 0.037
Cl -2.743 3.747 3.099 -0.030
H -0.664 3.439 1.990 0.291
C 0.099 0.181 -4.409 -0.253
Cl -0.157 1.283 -3.054 0.069
Cl -1.438 -0.056 -5.314 -0.029
Cl 0.757 -1.377 -3.756 0.021
H 0.872 0.634 -5.031 0.223
C -0.270 -3.988 1.575 -0.255
Cl -0.043 -5.657 2.095 -0.030
Cl -0.691 -2.998 3.052 0.031
Cl -1.560 -3.868 0.337 0.001
H 0.676 -3.652 1.150 0.262
C 4.451 -2.775 2.213 -0.233
Cl 3.322 -3.775 3.205 -0.038
Cl 5.003 -3.744 0.809 -0.062
Cl 5.796 -2.162 3.227 0.020
H 3.823 -1.952 1.873 0.303
C -4.883 2.913 -3.203 -0.302
Cl -5.826 2.199 -1.940 0.030
Cl -4.989 1.915 -4.626 0.005
Cl -3.182 3.011 -2.670 0.048
H -5.320 3.894 -3.391 0.218

---

Ordered total energy results: -82093.098 -340744.690; unit eV.